# 1
Computed, not measured: a structure of composition C25H48N4O9PPdSi, with ωB97M-V/def2-TZVPD.

```
89
Properties=species:S:1:pos:R:3:mulliken_charge:R:1
Pd -0.654 0.680 1.043 1.306
P -3.595 0.932 1.118 0.736
Si 1.326 -1.068 -1.193 -1.982
O -0.302 2.642 -0.097 -0.336
O 2.272 0.273 -1.123 0.831
O 0.718 -1.115 -2.702 0.139
O 0.186 -0.921 -0.099 1.100
O -0.079 -0.143 3.010 -0.370
O -2.690 0.612 -0.017 -1.151
O 2.196 -2.440 -0.976 -0.052
O 1.622 -0.575 4.388 -0.641
O 1.131 4.286 -0.606 -0.642
N 1.214 1.720 1.777 0.988
N -4.746 2.036 0.686 0.447
N -2.686 1.608 2.408 0.380
N -4.284 -0.440 1.815 0.249
C 1.099 0.006 3.466 0.191
C -3.399 -1.589 1.951 -0.606
C 1.100 -3.050 -4.048 -1.458
C 0.054 -2.100 -3.452 1.613
C -5.628 2.664 1.647 -1.199
C -2.339 3.014 2.207 -1.239
C 2.664 -2.144 1.391 -1.467
C -0.900 -2.886 -2.543 -1.413
C -3.034 1.324 3.794 -1.148
C 2.372 -4.408 0.347 -1.833
C 1.882 1.141 2.760 0.049
C 3.627 -0.201 -3.096 -1.551
C 2.937 3.303 1.451 -0.688
C 3.665 2.699 2.469 -0.571
C 2.297 1.899 -2.878 -1.286
C 2.884 -2.978 0.135 1.887
C 4.378 -3.010 -0.227 -1.667
C -0.725 -1.381 -4.555 -1.694
C 1.704 2.755 1.130 0.433
C -4.996 2.326 -0.712 -0.924
C 0.760 3.308 -0.002 0.049
C 3.115 0.846 -2.108 1.538
C -5.671 -0.791 1.585 -1.040
C 4.287 1.526 -1.389 -1.448
C 3.138 1.600 3.134 -0.670
H -3.617 2.137 4.237 0.373
H -6.675 2.445 1.417 0.416
H -6.249 0.107 1.390 0.311
H -2.120 1.200 4.377 0.207
H 3.921 2.303 -0.722 0.081
H -1.461 3.256 2.812 0.285
H -1.503 -2.177 -1.982 0.196
H 1.411 1.423 -3.287 0.116
H 4.150 -0.995 -2.567 0.209
H -1.249 -2.097 -5.181 0.456
H 3.667 1.106 3.933 0.612
H 2.541 -5.007 -0.542 0.377
H -6.013 2.039 -0.993 0.303
H 4.528 -3.603 -1.126 0.385
H -2.114 3.191 1.152 0.441
H -6.070 -1.274 2.481 0.334
H 1.699 -2.516 -4.783 0.389
H 4.955 -3.441 0.586 0.486
H -0.325 -3.483 -1.842 0.120
H -4.865 3.394 -0.908 0.314
H 1.305 -4.385 0.551 0.338
H 4.844 0.797 -0.803 0.266
H 1.977 2.696 -2.216 0.159
H 2.881 -4.871 1.187 0.485
H 4.635 3.088 2.745 0.480
H 4.958 1.977 -2.117 0.471
H -5.409 2.296 2.648 0.313
H -2.357 -1.258 2.052 0.020
H -5.790 -1.477 0.740 0.298
H 2.897 2.323 -3.678 0.467
H 4.298 0.253 -3.821 0.577
H -3.152 3.683 2.512 0.374
H -1.446 -0.696 -4.116 0.318
H 2.786 -0.642 -3.622 0.316
H 1.593 -2.035 1.561 0.058
H 4.729 -1.998 -0.413 0.191
H -5.505 3.751 1.625 0.341
H -3.473 -2.262 1.090 0.298
H -1.540 -3.533 -3.135 0.626
H 0.617 -3.894 -4.531 0.525
H -3.678 -2.148 2.848 0.335
H -4.284 1.764 -1.314 0.188
H -0.042 -0.805 -5.175 0.342
H 1.754 -3.410 -3.258 0.035
H 3.118 -2.608 2.263 0.662
H 3.297 4.175 0.926 0.635
H -3.609 0.404 3.853 0.405
H 3.087 -1.151 1.256 0.209
```

Its frontier orbital gap (alpha / beta) is 9.6 / 5.1 eV. The calculation puts the highest occupied orbital energy (alpha / beta) at -12.355 / -12.341 eV. The energy relative to the best compared isomer or geometry (same formula, charge and spin) is 15.4 kcal per mole. Its spin multiplicity is 5. Its expectation value of S² is 6.0240. The total charge is +1. As for the LUMO energy (alpha / beta): -0.100 / -0.267 Eh.



# 2
Computed, not measured: a cluster of 8 separate species, C25H48O10 in total, with ωB97M-V/def2-TZVPD.

```
83
Properties=species:S:1:pos:R:3:mulliken_charge:R:1
O 4.547 -3.033 15.380 -0.290
O 4.497 -5.148 16.280 -0.535
O -0.539 -6.622 14.061 -0.506
O 4.165 -4.792 14.192 -0.179
O 5.860 1.383 15.782 -0.604
O 1.572 -1.291 15.847 -0.506
O 9.037 -7.615 12.962 -0.599
O 4.434 -3.936 9.994 -0.480
O 1.809 -9.477 16.522 -0.595
O 6.900 -3.842 21.308 -0.595
C 5.077 -1.261 13.708 -1.621
C 4.695 -4.079 8.812 0.690
C -0.245 -6.218 12.948 0.432
C 4.167 -2.504 14.081 1.233
C 5.816 -3.390 8.043 -1.094
C 8.299 -5.598 11.938 -0.579
C 6.745 -7.040 13.287 -0.743
C -0.636 -6.933 11.711 -1.136
C 6.108 -3.512 20.420 0.657
C 6.056 -4.039 18.986 -0.943
C 0.867 -5.233 12.829 -0.802
C 4.893 1.670 16.496 0.782
C 8.072 -6.878 12.709 0.590
C 3.797 -5.035 8.032 -1.035
C 4.401 0.571 17.384 -0.660
C -0.508 -8.704 16.550 -0.920
C 4.430 -4.386 15.379 0.546
C 1.046 -8.509 16.306 0.617
C 4.206 3.035 16.492 -1.155
C -0.395 -0.305 15.015 -1.327
C 1.088 -0.342 15.231 0.951
C 1.844 0.824 14.679 -0.985
C 5.260 -2.239 20.720 -0.812
C 1.582 -7.111 16.211 -0.647
C 4.096 -3.735 13.285 -0.062
H -0.671 -8.979 17.592 0.320
H 6.637 -8.048 13.687 0.392
H 6.771 -6.366 14.143 0.127
H 2.902 0.566 14.653 0.078
H -0.879 -9.502 15.907 0.265
H 2.886 -5.187 8.610 0.286
H 7.294 -5.179 11.885 -0.057
H 6.006 -1.725 13.377 0.513
H 3.127 -2.210 13.934 -0.196
H 4.780 -0.661 12.847 0.346
H -0.781 -0.683 14.069 0.303
H 0.610 -4.531 12.036 0.538
H 4.201 3.491 17.482 0.374
H 5.966 -6.827 12.555 0.278
H 3.760 -0.175 16.913 0.117
H 5.211 0.187 18.004 0.281
H 3.206 2.916 16.074 0.269
H 5.228 -2.754 7.381 0.321
H 1.608 1.072 13.644 0.398
H 6.251 -3.280 18.229 0.256
H 6.780 -4.852 18.932 0.362
H 2.424 -6.817 16.838 0.466
H 0.068 -7.748 11.879 0.303
H 4.563 -2.015 19.912 0.181
H 6.020 -1.497 20.963 0.259
H -0.713 -1.107 15.682 0.350
H 0.788 -6.379 16.356 0.264
H 2.041 -7.034 15.226 -0.029
H 3.694 -4.848 6.963 0.354
H -1.666 -7.289 11.741 0.334
H 6.552 -2.919 8.694 0.286
H 4.831 3.621 15.819 0.346
H 4.881 -3.762 12.530 -0.059
H 6.368 -4.119 7.450 0.355
H 5.210 -0.679 14.619 0.188
H 3.789 1.199 18.031 0.363
H 8.529 -5.826 10.897 0.292
H -0.956 -7.726 16.375 0.260
H 9.134 -5.065 12.393 0.307
H -0.762 0.714 15.139 0.368
H 1.964 1.701 15.316 0.326
H 1.839 -5.709 12.694 0.179
H -0.400 -6.609 10.698 0.338
H 5.142 -4.386 18.505 0.286
H 4.704 -2.369 21.648 0.342
H 4.311 -5.990 8.135 0.310
H 3.165 -3.779 12.719 0.046
H 0.993 -4.665 13.751 0.324
```

Its frontier orbital gap is 8.9 eV. The calculation puts the highest occupied orbital energy at -8.880 eV. The energy relative to the best compared isomer or geometry (same formula, charge and spin) is 51.7 kcal per mole. As for the LUMO energy: 0.002 Eh.



# 3
Computed, not measured: a structure of composition C25H49BCaClF3Mg2N2O10S2, with ωB97M-V/def2-TZVPD.

```
96
Properties=species:S:1:pos:R:3:mulliken_charge:R:1
Ca -6.740 -0.986 -1.026 1.547
Cl -5.289 -1.383 7.583 -0.444
S -1.815 4.018 -1.890 -0.012
S -1.498 2.830 -3.629 1.222
Mg 8.493 1.220 -3.221 1.356
Mg -5.479 2.926 0.352 0.215
F 16.056 -0.748 -1.710 -0.329
F 14.146 -0.550 -0.469 -0.349
F 7.800 0.527 -0.485 -0.725
O -3.613 2.033 -1.538 0.324
O -5.642 -0.020 -2.585 -0.895
O 11.275 1.008 -2.492 -0.668
O -0.565 3.420 -4.541 -0.525
O -7.733 -1.604 3.292 -0.617
O 13.508 -4.020 -2.990 -0.602
O 14.554 -2.573 -1.633 -0.417
O -2.790 2.840 -4.268 -0.572
O 12.804 -1.585 -4.449 -0.703
O 13.976 -0.604 -2.827 -0.470
N 7.945 -0.513 -4.669 -0.281
N -8.386 -1.976 4.295 0.910
C -8.700 -4.138 5.442 -1.226
C -7.261 -2.254 6.387 -1.865
C -0.706 3.669 -0.484 -0.599
C 4.172 3.666 -2.063 -0.652
C 7.506 -1.325 -3.629 -0.365
C -3.630 1.211 -0.365 -0.252
C -10.296 -0.508 3.826 -1.806
C 8.581 -2.047 -3.194 -0.468
C 1.563 3.800 -1.794 -0.144
C -1.086 1.102 -3.357 -0.801
C -7.744 -2.985 5.066 1.460
C -10.527 -2.364 5.412 -1.268
C -10.077 -3.718 5.958 -0.759
C -3.526 3.439 -1.278 -1.058
C -6.519 -3.626 4.427 -1.840
C 0.671 3.038 -0.792 -1.111
C 9.307 -0.721 -4.876 -1.056
C 5.227 2.874 -1.228 -0.861
C 13.469 -1.648 -3.441 0.722
C 2.813 2.897 -2.093 -0.931
C 9.712 -1.660 -3.973 0.066
C 13.832 -2.904 -2.685 0.543
C -9.854 -1.952 4.098 1.472
C 5.851 1.742 -2.084 -0.112
C -10.347 -2.834 2.951 -1.512
B 14.716 -1.094 -1.620 0.618
H -1.950 0.581 -2.925 0.207
H -0.975 0.690 -4.374 0.439
H 4.497 3.821 -3.099 0.379
H -9.922 -2.522 1.994 0.314
H 2.854 2.154 -1.273 0.368
H -11.383 -0.436 3.830 0.421
H 5.159 1.295 -2.816 0.476
H 1.221 3.040 0.164 0.518
H -8.226 -4.777 6.188 0.595
H -1.217 3.027 0.248 0.404
H -9.917 0.169 4.594 0.440
H -6.784 -4.165 3.514 0.462
H -11.612 -2.358 5.298 0.559
H -11.430 -2.755 2.866 0.408
H -10.072 -3.677 7.047 0.355
H 6.189 0.932 -1.404 0.544
H 1.917 4.751 -1.369 0.328
H -5.383 0.752 -3.084 0.168
H 12.145 0.573 -2.599 0.340
H -8.085 -1.802 6.945 0.487
H -0.143 0.918 -2.835 0.274
H -4.556 1.397 0.274 -0.195
H 9.849 -0.180 -5.636 0.411
H 2.669 2.298 -3.006 0.323
H 8.569 -2.768 -2.393 0.452
H -5.749 -2.894 4.188 0.344
H -3.602 0.153 -0.656 0.223
H -0.545 4.623 0.043 0.505
H -4.313 3.935 -1.860 0.326
H -10.316 -1.605 6.169 0.417
H -8.837 -4.775 4.564 0.365
H -6.765 -2.963 7.053 0.489
H 7.367 0.128 -5.194 0.289
H 4.016 4.616 -1.530 0.390
H 6.044 3.562 -0.982 0.380
H -10.801 -4.491 5.696 0.342
H -6.073 -4.341 5.117 0.402
H 6.481 -1.303 -3.300 0.451
H -6.543 -1.445 6.146 0.394
H -2.769 1.364 0.308 0.332
H 4.746 2.464 -0.333 0.361
H 10.645 0.356 -2.801 0.336
H 1.071 4.053 -2.746 0.364
H -9.947 -0.149 2.857 0.361
H -10.108 -3.889 3.090 0.346
H -3.597 3.679 -0.168 0.654
H 6.775 2.098 -2.611 -0.732
H 10.725 -2.032 -3.877 0.731
H 0.525 1.975 -1.027 0.293
```

Its frontier orbital gap is 3.2 eV. The calculation puts the highest occupied orbital energy at -11.077 eV. The total charge is +2. As for the LUMO energy: -0.291 Eh.